ORCA calculation (ωB97M-V/def2-TZVPD) on a structure of composition C51H51AlCl3N3O4P2.

Last column: Mulliken charge in e.
Cartesian coordinates (Å):
1 Al 3.6385 -15.7023 16.1753  -0.482
2 Cl 9.3302 -15.1678 21.0883  -0.150
3 C 7.7188 -15.4164 21.8272  -0.047
4 Cl 6.7948 -13.9169 21.9789  -0.135
5 H 7.8798 -15.8730 22.8188  0.354
6 H 7.2207 -16.1345 21.1878  -0.012
7 O 2.8678 -16.0701 14.2029  0.952
8 C 1.8143 -17.0765 14.1334  0.328
9 C 1.9572 -18.1012 13.1953  -0.790
10 C 0.9146 -19.0535 13.1021  -1.108
11 C -0.1742 -18.8453 13.9324  -0.767
12 C -0.2858 -17.8335 14.8384  -1.081
13 C 0.7129 -16.8412 14.9914  -0.154
14 P 0.9009 -15.5172 16.2321  2.341
15 C 0.1322 -14.0861 15.3640  0.311
16 C -0.0713 -13.9935 13.9787  -0.674
17 C -0.6165 -12.8563 13.4250  -0.903
18 C -0.8561 -11.7286 14.2063  -0.588
19 C -0.6440 -11.7940 15.5460  -0.817
20 C -0.1657 -12.9398 16.1282  -0.586
21 C -0.2839 -15.8682 17.5587  0.020
22 C -1.5910 -15.4696 17.5787  -0.516
23 C -2.4075 -15.9022 18.6700  -0.753
24 C -1.9177 -16.6781 19.7114  -0.608
25 C -0.5899 -17.0628 19.6060  -0.813
26 C 0.1904 -16.7970 18.4555  0.051
27 C 3.6449 -15.7286 13.0837  0.028
28 C 2.9894 -15.3841 11.9362  -0.038
29 C 3.7136 -14.9593 10.8603  -0.943
30 C 5.1307 -15.0671 10.8618  -0.978
31 C 5.7408 -15.5058 12.0040  -0.816
32 C 4.9872 -15.8254 13.1503  -0.385
33 P 5.7159 -16.0245 14.8451  2.551
34 C 6.5059 -17.6591 14.6333  0.690
35 C 5.6751 -18.7293 14.3429  0.349
36 C 6.2424 -19.9390 13.9900  -0.836
37 C 7.5843 -20.0442 13.7005  -0.985
38 C 8.3976 -18.9102 13.8774  -0.697
39 C 7.8577 -17.7370 14.3656  -0.615
40 C 6.9774 -14.7256 14.9491  0.856
41 C 7.8550 -14.8784 16.0688  -1.115
42 C 8.8684 -14.0196 16.3185  -0.688
43 C 9.0186 -12.9415 15.4502  -0.628
44 C 8.1067 -12.7171 14.3936  -1.008
45 C 7.1301 -13.6811 14.0810  -0.568
46 H 2.7868 -18.1105 12.6206  1.022
47 H 0.9706 -19.8414 12.3360  0.458
48 H -1.0710 -19.5340 13.8748  0.330
49 H -1.1869 -17.7449 15.3657  0.708
50 H 0.0662 -14.8199 13.3979  0.666
51 H -0.9234 -12.8011 12.3855  0.449
52 H -1.3043 -10.8516 13.7904  0.476
53 H -0.8537 -10.8984 16.1517  0.422
54 H -0.0491 -12.9308 17.2028  0.494
55 H -2.0525 -14.8987 16.8107  0.596
56 H -3.4622 -15.6539 18.5472  0.416
57 H -2.4379 -16.9346 20.6519  0.419
58 H -0.2143 -17.6870 20.4331  0.451
59 H 1.1223 -17.3083 18.2770  -0.170
60 H 1.8809 -15.3805 11.8883  0.354
61 H 3.2341 -14.6723 9.9419  0.493
62 H 5.6866 -14.6160 10.0668  0.453
63 H 6.8151 -15.5122 12.0805  0.821
64 H 4.6042 -18.5069 14.5125  0.012
65 H 5.5751 -20.7978 13.9570  0.417
66 H 8.0872 -20.9465 13.4738  0.473
67 H 9.4691 -18.9682 13.7691  0.452
68 H 8.5327 -16.9265 14.5508  0.403
69 H 7.6751 -15.6283 16.8508  0.402
70 H 9.5917 -14.0769 17.1752  0.401
71 H 9.8095 -12.1964 15.6531  0.388
72 H 8.3002 -11.8578 13.7592  0.500
73 H 6.5884 -13.5578 13.1554  0.556
74 C 3.3654 -22.0133 15.4699  -1.725
75 C 2.3983 -21.3247 16.3367  1.468
76 C 1.0782 -21.7029 16.1869  -0.430
77 C 0.0129 -21.1214 16.9290  -0.208
78 Cl -1.6069 -21.4824 16.5656  -0.212
79 C 0.3450 -20.2519 17.9839  -0.818
80 C 1.6992 -19.9430 18.2067  -1.001
81 C 2.6821 -20.4306 17.3376  0.365
82 O 4.0053 -19.9765 17.3763  -0.440
83 C 4.5118 -18.9086 18.1280  -1.248
84 C 4.1811 -17.5440 17.5118  1.101
85 O 4.7973 -16.5010 17.7849  -0.802
86 O 3.2571 -17.4252 16.6915  0.435
87 H 3.1163 -23.1101 15.4972  0.431
88 H 4.3923 -21.7804 15.6426  0.414
89 H 3.2361 -21.6759 14.4002  0.267
90 H 0.7662 -22.4469 15.4050  0.356
91 H -0.3672 -19.8648 18.6843  0.621
92 H 1.9017 -19.3703 19.0644  0.748
93 H 5.5787 -19.0061 18.1352  0.499
94 H 4.1681 -18.9176 19.2056  0.351
95 C 4.1269 -11.4022 14.6977  -1.033
96 N 4.6080 -11.6549 16.0630  0.349
97 C 4.6513 -10.4094 16.9250  -1.247
98 C 4.4723 -12.8543 16.6910  -0.115
99 N 3.6816 -13.8032 16.1241  0.816
100 N 5.0031 -13.1841 17.8789  0.658
101 C 4.1928 -13.8703 18.8588  -1.267
102 C 6.2858 -12.6841 18.2429  -1.010
103 H 4.3776 -10.4313 14.3720  0.429
104 H 3.0097 -11.4834 14.6325  0.375
105 H 4.5994 -12.0856 13.9985  0.172
106 H 3.8716 -9.7037 16.6844  0.456
107 H 5.6654 -9.9914 16.9553  0.342
108 H 4.3475 -10.5383 17.9454  0.408
109 H 3.0452 -13.4137 15.4415  0.026
110 H 3.1329 -13.7392 18.5650  0.387
111 H 4.3908 -13.3194 19.7684  0.591
112 H 4.4340 -14.9190 19.0138  0.245
113 H 6.7372 -12.2567 17.3569  0.354
114 H 6.9465 -13.4618 18.6648  0.148
115 H 6.3083 -11.9407 19.0658  0.336

Cartesian forces (eV/Å) of the 3 atoms listed first:
0.0 0.4 -0.3
-0.3 0.1 0.1
0.7 -0.6 0.4

Values from the calculation:
Charge ... +2
LUMO energy ... -4.37 eV
HOMO level ... -12.32 eV
Gap between HOMO and LUMO ... 7.95 eV
ΔE to the lowest compared entry with this formula, charge and spin ... 3.5 kcal/mol


ORCA calculation (ωB97M-V/def2-TZVPD) on the molecule C5H7N3O.

Last column: Mulliken charge in e.
Cartesian coordinates (Å):
1 C 2.5588 0.0108 0.0063  -0.887
2 C 0.3542 1.1482 -0.0395  -0.046
3 C -0.9833 1.0994 0.0726  -0.601
4 C -2.9880 -0.4373 -0.0038  0.145
5 C 0.4130 -1.1449 0.0295  -0.127
6 H 2.8432 -0.3662 0.9874  0.358
7 H 2.9916 1.0165 -0.1417  0.284
8 H 2.9858 -0.7070 -0.6505  0.301
9 H 0.9093 2.1167 -0.0824  0.301
10 H -1.6852 1.9493 0.1687  0.371
11 H -3.0711 -1.5332 -0.1882  0.331
12 H 0.9167 -2.0736 -0.0368  0.348
13 N 1.1198 0.0381 -0.1324  0.073
14 N -1.6408 -0.1613 0.0270  0.439
15 N -0.8444 -1.3000 0.0302  -0.752
16 O -3.8796 0.3444 -0.0463  -0.539

Cartesian forces (eV/Å) of the 3 atoms listed first:
-0.1 0.6 0.9
-1.1 3.0 0.3
-0.5 0.6 0.0

Values from the calculation:
Charge ... 0
LUMO energy ... 0.64 eV
HOMO level ... -7.25 eV
Gap between HOMO and LUMO ... 7.89 eV
ΔE to the lowest compared entry with this formula, charge and spin ... 48.2 kcal/mol


ORCA calculation (ωB97M-V/def2-TZVPD) on a structure of composition C28H45BrCdN2OP2.

Last column: Mulliken charge in e.
Cartesian coordinates (Å):
1 C -0.6615 2.1074 -7.4628  -0.276
2 C -0.5723 2.7781 -6.2160  0.655
3 C -0.7585 4.1735 -6.3439  -0.420
4 C -0.9939 4.7859 -7.5866  -0.346
5 N -1.0630 4.1072 -8.7119  -0.521
6 C -0.9004 2.8029 -8.6587  -0.347
7 C -0.2918 2.1918 -4.8880  0.064
8 C 0.0312 1.6872 -3.8060  -1.519
9 C 0.5552 0.9927 -2.6289  1.741
10 C 0.1336 -0.2854 -2.2163  -0.350
11 C 0.8382 -1.0915 -1.3253  -0.624
12 C 2.1718 -0.7956 -1.0881  0.283
13 C 2.4110 0.6625 -1.0506  -1.769
14 C 1.6801 1.4867 -1.9360  -0.064
15 Cd 0.6332 0.9818 0.4523  1.494
16 P -1.4626 -1.3772 1.8213  0.892
17 H -0.7211 4.8504 -5.5026  0.385
18 H -0.5476 1.0421 -7.5902  0.416
19 H -1.1275 5.8642 -7.6840  0.372
20 H -0.9639 2.3066 -9.6314  0.381
21 H 2.0873 2.4737 -2.1205  0.579
22 H -0.7195 -0.7313 -2.7070  0.589
23 H 3.4432 0.9416 -0.8331  0.512
24 H 0.4165 -2.0388 -0.9738  0.266
25 C -1.4776 -1.9476 3.6018  -0.848
26 C -2.5207 -1.3914 4.5787  -1.280
27 H -0.4595 -1.7498 3.9897  0.517
28 H -1.5809 -3.0476 3.5364  0.434
29 H -2.3225 -1.8894 5.5387  0.430
30 H -2.4052 -0.3048 4.7320  0.259
31 H -3.5565 -1.6375 4.2856  0.255
32 C -2.3091 0.2153 1.6569  0.908
33 C -3.3761 0.3814 0.5667  -1.659
34 H -1.5388 0.9509 1.3691  -1.039
35 H -2.6754 0.4656 2.6665  0.355
36 H -3.5764 1.4636 0.4971  0.478
37 H -3.0306 0.0332 -0.4198  0.265
38 H -4.3332 -0.0775 0.8382  0.365
39 C -2.6257 -2.5877 1.0192  -0.400
40 C -3.9154 -2.9213 1.7305  -1.392
41 H -2.0340 -3.4995 0.8321  0.220
42 H -2.8097 -2.1250 0.0358  0.428
43 H -4.4750 -3.5448 1.0287  0.433
44 H -3.7518 -3.4946 2.6508  0.297
45 H -4.5338 -2.0373 1.9292  0.281
46 Br 3.3578 -2.1176 -0.6962  0.113
47 P 1.9160 2.5633 2.5887  -0.244
48 C 0.3307 1.8831 3.1148  0.431
49 C -0.2014 2.6271 4.3412  -1.584
50 H 0.4409 0.8159 3.3904  0.098
51 H -0.4025 2.0719 2.2907  0.049
52 H -1.2845 2.5072 4.3483  0.373
53 H 0.2224 2.1653 5.2397  0.386
54 H 0.0587 3.6870 4.2449  0.444
55 C 3.1654 1.1983 2.6514  -0.177
56 C 4.4033 1.9074 3.2801  -1.317
57 H 3.4013 0.7801 1.6614  0.180
58 H 2.7941 0.3664 3.2837  0.386
59 H 5.1308 1.1461 3.5613  0.402
60 H 4.8838 2.5381 2.5196  0.349
61 H 4.1039 2.4822 4.1708  0.388
62 C 1.7135 3.2324 0.8894  -0.209
63 C 1.5698 4.7585 0.7384  -1.593
64 H 0.7104 2.8680 0.4844  0.089
65 H 2.5152 2.8452 0.2468  0.566
66 H 1.7272 5.0096 -0.3235  0.422
67 H 0.5450 5.0824 0.9844  0.357
68 H 2.3477 5.2395 1.3501  0.386
69 C 2.0921 -5.2202 -0.9905  -0.713
70 N 1.0127 -5.4939 -0.0516  0.142
71 C 0.3255 -6.7672 -0.1266  -0.865
72 C 0.5519 -4.5079 0.7386  -0.231
73 O 0.9780 -3.3468 0.7080  -0.532
74 H 2.3458 -6.1603 -1.5004  0.326
75 H 2.9670 -4.8230 -0.4505  0.183
76 H 1.8086 -4.4425 -1.7226  0.251
77 H 0.2628 -7.1875 0.8829  0.330
78 H -0.7188 -6.6248 -0.4371  0.331
79 H 0.8627 -7.4423 -0.8069  0.290
80 H -0.2472 -4.8119 1.4201  0.492

Cartesian forces (eV/Å) of the 3 atoms listed first:
0.1 -0.4 0.1
-0.3 0.9 -0.7
0.0 0.4 0.1

Values from the calculation:
Charge ... +2
LUMO energy (alpha / beta) ... -8.05 / -8.05 eV
HOMO level (alpha / beta) ... -13.46 / -13.46 eV
Gap between HOMO and LUMO (alpha / beta) ... 5.41 / 5.41 eV
ΔE to the lowest compared entry with this formula, charge and spin ... 45.1 kcal/mol


| no. | largest force on an atom (eV/A) |
| --- | --- |
| 1 | 4.13 |
| 2 | 3.23 |
| 3 | 3.44 |